# 1
Density functional theory data (ωB97M-V/def2-TZVPD) for C3H6N2OS in the gas phase at a distorted geometry.

The LUMO energy is 0.54 eV. The multiplicity is 1. Its energy above the lowest of the compared OMol25 structures with the same formula, charge and spin is 29.89 kcal/mol. Its structure (SMILES) is [H]/N=C(/N)SC(C)=O. The calculation puts the strongest force on any atom at 0.0747 Eh/bohr. The calculation puts the total energy at -19070.8704 eV. The value obtained for the frontier orbital gap is 0.356 hartree.

The geometry in XYZ format:
```
13
C3H6N2OS ωB97M-V/def2-TZVPD
S -0.47922 0.60548 0.36312
O 0.17539 -2.05904 0.35695
N 0.95967 -0.09705 -1.72301
N 0.41846 2.12517 -1.72793
C 0.34363 0.89869 -1.18003
C -0.64424 -1.15205 2.36965
C -0.19347 -1.07668 0.91953
H 0.22182 -0.78511 2.97138
H -0.17034 2.92939 -1.49581
H -0.86950 -2.19043 2.61915
H 0.90911 -1.00116 -1.23361
H 0.99059 2.12152 -2.57566
H -1.49973 -0.50614 2.55059
```

These are the Mulliken partial charges, in e, on atoms 1 to 8:
1 S -0.251
2 O -0.525
3 N -0.817
4 N -0.452
5 C 0.649
6 C -1.040
7 C 0.691
8 H 0.274

# 2
Density functional theory data (ωB97M-V/def2-TZVPD) for a molecular structure, C20H23FN2O6S at a distorted geometry.

The LUMO energy is 0.14 eV. The multiplicity is 1. Its energy above the lowest of the compared OMol25 structures with the same formula, charge and spin is 486.02 kcal/mol. The calculation puts the strongest force on any atom at 0.3860 Eh/bohr. The calculation puts the total energy at -49909.2682 eV. The value obtained for the frontier orbital gap is 0.301 hartree.

The geometry in XYZ format:
```
53
C20H23FN2O6S ωB97M-V/def2-TZVPD
S -1.83764 0.01149 -0.83737
F 2.25340 -4.99018 -1.48861
O -3.01358 -0.35746 -1.33218
O 1.44001 -1.25768 2.98457
O -1.28434 5.24673 -0.71914
O -0.18532 -2.91708 3.77481
O -1.79351 1.47028 -0.54307
O 1.39569 1.40607 -0.56341
N -0.33248 -0.09168 -2.04171
N 0.65673 3.27641 -1.39625
C -0.17971 -2.54158 -1.74044
C 0.03864 -0.65612 1.22022
C 2.20439 -2.81860 -1.75539
C 0.36949 -1.44261 2.32786
C 2.46107 -0.53259 2.28229
C 1.53532 -3.84263 -1.61386
C -2.28864 -1.80908 1.16453
C 0.88647 1.91794 -1.35099
C 0.18939 -1.42463 -1.86825
C -1.50553 -0.93254 0.69874
C -1.15825 -3.98450 4.42596
C 0.84400 4.13367 -0.37106
C 0.02589 -3.85481 -1.55667
C -0.14236 4.00714 -2.39227
C -0.64145 -2.28851 2.83697
C -1.79541 -2.41437 2.39325
C 0.22020 1.02019 -2.58852
C 1.76355 -1.45634 -1.77495
C -1.22423 4.57139 -1.71792
C -0.26995 4.52254 0.24709
H 0.69676 0.10247 0.83211
H 2.19454 0.51357 2.46777
H -0.78485 1.70029 -2.91663
H -1.20074 -4.63958 3.65624
H 1.41154 3.25517 0.24300
H -0.53569 -4.28459 5.26371
H -1.99968 3.81467 -1.42258
H -0.35200 3.40913 -3.55323
H -1.52826 -2.39633 -1.72161
H -0.09691 5.05610 1.02327
H 2.66585 -0.66627 1.31551
H 3.33266 -0.43086 3.27058
H 2.18003 -0.50171 -1.90905
H -0.90759 3.67666 0.76617
H 3.27843 -2.80080 -1.64356
H -1.94862 -3.55692 4.79306
H -0.45221 -4.59002 -1.20172
H 0.39903 4.98434 -2.71353
H 1.01654 0.77617 -3.30681
H 1.59379 4.83174 -0.64155
H -3.17932 -2.05611 0.55573
H -1.88209 5.05289 -2.40300
H -2.53306 -3.22090 2.54190
```

These are the Mulliken partial charges, in e, on atoms 1 to 8:
1 S 0.976
2 F -0.328
3 O -0.605
4 O -0.364
5 O -0.461
6 O -0.405
7 O -0.605
8 O -0.435

# 3
Density functional theory data (ωB97M-V/def2-TZVPD) for C17H17N3O4S in the gas phase.

The LUMO energy is -0.36 eV. The multiplicity is 1. Its energy above the lowest of the compared OMol25 structures with the same formula, charge and spin is 54.61 kcal/mol. Its structure (SMILES) is COc1ccc(NC(=O)CSc2[nH]c(=O)cc(C)c2C#N)cc1OC. The calculation puts the strongest force on any atom at 0.0186 Eh/bohr. The calculation puts the total energy at -41400.1473 eV. The value obtained for the frontier orbital gap is 0.278 hartree.

The geometry in XYZ format:
```
42
C17H17N3O4S ωB97M-V/def2-TZVPD
S -0.68244 -4.28348 -0.18744
O 0.43097 3.10968 0.21411
O -3.64466 -0.73336 -1.73753
O -0.53035 3.56534 2.90975
O -0.22048 -2.88645 2.82727
N 2.53200 -3.05743 -1.91960
N 0.77657 -1.57462 1.24786
N -2.09631 -2.25921 -1.11639
C -0.57425 4.72598 2.11011
C 0.44578 -0.27915 1.68638
C -0.19108 2.35309 2.39593
C -1.42325 -0.47004 -2.53696
C 1.44804 -2.67870 -1.88821
C 0.93018 -0.33033 -3.36519
C -0.03054 -0.00768 2.95868
C -0.33686 1.29596 3.29033
C -0.85665 -2.77778 -1.10702
C 0.39028 -2.75593 1.79345
C 0.76122 2.82130 -1.12035
C -2.49387 -1.09985 -1.80605
C 0.28871 2.07290 1.10075
C -0.16256 -0.96654 -2.56801
C 0.14165 -2.16382 -1.83367
C 0.74246 -3.95273 0.91600
C 0.60105 0.76111 0.77446
H 1.80235 -0.12865 -2.74360
H -1.27344 4.61716 1.27835
H -0.16619 -0.80136 3.67184
H 0.80023 -4.85093 1.52945
H 0.59134 0.59771 -3.81720
H 0.41162 4.98989 1.72254
H -0.70716 1.53410 4.27418
H 1.65114 -3.83291 0.33030
H 1.77027 2.40440 -1.20854
H -2.82337 -2.72598 -0.58376
H -1.68446 0.42329 -3.08244
H 0.72620 3.77795 -1.63986
H 1.25217 -1.00806 -4.15593
H 0.97781 0.53026 -0.21023
H -0.92528 5.51327 2.77711
H 0.03777 2.13542 -1.57284
H 1.31338 -1.60380 0.39197
```

These are the Mulliken partial charges, in e, on atoms 1 to 8:
1 S -0.190
2 O -0.479
3 O -0.664
4 O -0.484
5 O -0.634
6 N -0.583
7 N -0.120
8 N -0.040

# 4
Density functional theory data (ωB97M-V/def2-TZVPD) for 9 unconnected molecules or ions with the total composition C32H55Cl24O2PSi2 at a distorted geometry.

The LUMO energy is 0.28 eV. The multiplicity is 1. Its structure (SMILES) is C[Si](C)(C)OCCP(CCCO)CCCCCCCC[Si](C)(C)c1ccccc1.ClC(Cl)Cl.ClC(Cl)Cl.ClC(Cl)Cl.ClC(Cl)Cl.ClC(Cl)Cl.ClC(Cl)Cl.ClC(Cl)Cl.ClC(Cl)Cl. The calculation puts the strongest force on any atom at 0.0273 Eh/bohr. The calculation puts the total energy at -363754.5169 eV. The value obtained for the frontier orbital gap is 0.294 hartree.

The geometry in XYZ format:
```
116
C32H55Cl24O2PSi2 ωB97M-V/def2-TZVPD
Cl -5.70283 -2.88708 -4.47960
Cl -4.82702 4.13207 4.11926
Cl 5.60778 5.91159 4.67041
Cl -4.06651 -0.53694 -3.95204
Cl -3.43401 -8.41146 -7.20644
Cl 4.47213 5.60430 2.01776
Cl -1.02069 -3.24994 -7.13212
Cl 1.48692 -1.86421 -7.62839
Cl -4.33001 -1.56753 -6.67174
Cl 0.63568 5.44461 0.87479
Cl 5.83355 -6.60516 -5.38500
Cl 5.48373 -4.27747 -3.68472
Cl -3.29905 -5.34190 0.89644
Cl 6.15786 3.51449 3.12630
Cl -0.60313 -0.60158 -6.05619
Cl -6.54551 2.92575 2.11725
Cl 4.21701 -4.36899 -6.29134
Cl -3.13221 -2.60026 1.87986
Cl -3.94482 3.97252 1.36012
Cl -2.98745 -5.74698 -6.14019
Cl -1.02122 4.05671 -1.08225
Cl 1.57639 5.08937 -1.84690
Cl -0.91809 -7.04990 -7.70427
Cl -1.59687 -4.69965 3.15822
P 1.53234 0.29938 3.36977
Si 0.70708 4.51818 5.07407
Si -0.85830 -1.45126 -1.77580
O 1.95724 3.52774 5.55124
O -2.56287 1.47139 4.45541
C -2.50733 0.96692 3.11964
C 2.07171 -3.84952 -1.03938
C 5.62675 -4.85393 -5.34544
C 1.58240 -2.36782 -3.11856
C 1.24096 6.25318 4.56882
C -2.28115 -2.58535 -1.22034
C 2.50539 -1.29528 3.29004
C -5.33547 4.17250 2.42258
C 0.16181 5.34483 -0.81891
C -2.55030 2.74723 -2.97444
C -1.13927 0.40272 2.71735
C 5.85587 5.25224 3.05299
C -2.65606 -6.85075 -7.47557
C -0.72131 1.17033 -3.04394
C -0.25652 -1.68354 -7.40281
C -2.80466 0.58645 -1.96437
C -3.34011 1.84057 -2.28509
C 2.55463 2.70351 4.53887
C -0.38595 3.79590 3.73802
C -0.23826 -0.10123 3.86198
C -1.25965 2.40163 -3.37440
C 3.07842 -3.02622 -0.22640
C 0.02940 -2.36683 -3.15896
C -5.13690 -1.33842 -5.11666
C -1.50155 0.24671 -2.32177
C 3.14227 -1.55632 1.89945
C -0.38998 4.72404 6.59600
C 2.25660 1.22481 4.82237
C 2.17575 -3.66015 -2.55992
C 0.21908 -1.14023 -0.25283
C -3.09784 -4.31280 2.31384
C 2.71321 -2.90008 1.27464
H 1.91815 -2.30656 -4.16126
H -0.32516 -1.18486 3.95384
H 4.22450 -1.62213 2.05012
H 1.60879 1.11097 5.69340
H -2.69926 1.81311 2.45116
H 2.33005 -4.89828 -0.84743
H 6.72832 5.72615 2.62328
H -0.40500 0.39747 4.81540
H 4.05206 -3.52128 -0.26619
H -1.79595 -3.50082 -0.87819
H 2.98707 -0.72127 1.21260
H 3.18663 0.71534 5.08712
H 0.23439 4.70184 7.49327
H -4.34235 2.11543 -1.97887
H -2.94797 3.72373 -3.22199
H -3.39654 -0.12229 -1.39829
H 2.24962 6.28675 4.14928
H 1.04886 -3.74492 -0.66719
H -3.28006 2.11323 4.43089
H -3.32891 0.26754 2.92994
H -5.99980 -0.70553 -5.27760
H 0.28824 0.88035 -3.31546
H -0.64501 3.11441 -3.91278
H -2.89267 -2.79664 -2.10172
H 3.21337 -2.01051 -0.60982
H 0.15253 -1.99797 0.41440
H -0.29316 6.28644 -1.09680
H 1.66236 -3.11752 1.47836
H 3.24269 -3.65279 -2.80046
H -1.18399 4.52154 3.55519
H -0.28160 -1.89645 -4.09560
H -0.67124 -1.25162 -8.30417
H -0.80775 2.82879 3.99947
H -3.06801 -6.41994 -8.37866
H -1.05200 3.85627 6.66998
H -0.98737 5.63529 6.56329
H -0.31480 -3.40528 -3.19142
H 3.63206 2.84841 4.64458
H 1.24334 -0.95649 -0.58214
H 1.99031 -1.47081 -2.64403
H 0.18262 3.70162 2.81145
H -5.78261 5.13648 2.21914
H 3.30024 -1.22702 4.03535
H 1.21111 6.95649 5.40237
H -0.61472 1.13723 2.10790
H -0.09072 -0.23499 0.26741
H 1.89248 -2.16141 3.55599
H 0.52994 6.61371 3.81921
H 1.72478 -4.52267 -3.05676
H 3.29462 -3.65068 1.82113
H -3.92401 -4.50442 2.98554
H 6.50386 -4.40002 -5.78716
H 2.30736 2.99625 3.51411
H -2.89781 -2.17185 -0.42216
H -1.34100 -0.46072 2.09032
```

These are the Mulliken partial charges, in e, on atoms 1 to 8:
1 Cl -0.132
2 Cl -0.134
3 Cl -0.110
4 Cl 0.018
5 Cl -0.134
6 Cl -0.070
7 Cl -0.014
8 Cl -0.115

# 5
Density functional theory data (ωB97M-V/def2-TZVPD) for 14 unconnected molecules or ions with the total composition H28O14 at a distorted geometry.

The LUMO energy is -0.46 eV. The multiplicity is 1. Its energy above the lowest of the compared OMol25 structures with the same formula, charge and spin is 21.28 kcal/mol. The calculation puts the strongest force on any atom at 0.0616 Eh/bohr. The calculation puts the total energy at -29120.7291 eV. The value obtained for the frontier orbital gap is 0.356 hartree.

The geometry in XYZ format:
```
42
H28O14 ωB97M-V/def2-TZVPD
O -14.93187 -13.66981 -18.01910
O -9.59467 -15.39533 -17.35358
O -11.21199 -18.04413 -19.29741
O -14.05157 -16.83560 -16.13334
O -10.81058 -17.52996 -16.22528
O -12.77814 -19.15507 -17.41935
O -10.21441 -12.18501 -17.56675
O -9.86579 -14.48923 -19.80956
O -12.48358 -15.97376 -18.20640
O -11.66999 -15.29640 -15.04941
O -15.18953 -18.30340 -18.28036
O -14.18270 -16.70833 -20.24108
O -12.57891 -13.82789 -20.51502
O -12.43047 -13.38688 -16.78005
H -10.86649 -14.78675 -14.81447
H -14.37414 -17.60526 -16.58471
H -9.75355 -14.83355 -18.89653
H -11.73233 -14.11641 -20.20476
H -10.24919 -18.06345 -15.73640
H -12.55060 -19.01915 -18.32261
H -10.05479 -16.22783 -17.25516
H -13.37394 -17.09125 -15.52304
H -12.72683 -13.03691 -20.02927
H -9.41793 -12.52129 -17.14540
H -13.24625 -13.67295 -17.20843
H -9.45552 -15.13339 -20.35230
H -11.32882 -16.10282 -15.45866
H -12.16459 -15.14378 -17.84659
H -10.89079 -12.81243 -17.26880
H -12.99472 -16.23279 -17.39892
H -12.16581 -14.12172 -16.15160
H -14.93598 -13.15706 -18.79499
H -12.30708 -19.92631 -17.14088
H -15.26369 -14.51364 -18.32139
H -14.78670 -16.11252 -20.58701
H -11.44518 -18.20800 -16.53196
H -13.66873 -16.21257 -19.64045
H -11.62238 -17.26552 -18.97600
H -11.37232 -18.07935 -20.26407
H -14.84325 -17.86064 -19.03243
H -9.16172 -15.35913 -16.54239
H -14.68370 -19.08134 -18.26669
```

These are the Mulliken partial charges, in e, on atoms 1 to 8:
1 O -0.684
2 O -0.637
3 O -0.762
4 O -0.671
5 O -0.504
6 O -0.730
7 O -0.645
8 O -0.638

# 6
Density functional theory data (ωB97M-V/def2-TZVPD) for a gas-phase ion, C8H10N3S (charge +1) at a distorted geometry.

The LUMO energy is -4.28 eV. The multiplicity is 1. Its energy above the lowest of the compared OMol25 structures with the same formula, charge and spin is 84.01 kcal/mol. Its structure (SMILES) is C[NH+](C)/C(=C\C#N)c1nccs1. As for the total charge: +1. The calculation puts the strongest force on any atom at 0.0880 Eh/bohr. The calculation puts the total energy at -23752.9063 eV. The value obtained for the frontier orbital gap is 0.334 hartree.

The geometry in XYZ format:
```
22
C8H10N3S ωB97M-V/def2-TZVPD
S -2.42850 2.33366 0.03217
N 3.56352 2.94541 -0.03214
N 1.27277 0.17126 -0.09537
N -1.99486 -0.17396 -0.08460
C -1.40174 0.95770 0.06203
C -3.73982 1.25524 -0.19967
C 1.39682 -0.38314 1.27733
C 0.95768 -0.79280 -1.07696
C 2.44047 2.75485 0.09742
C 1.00972 2.56473 0.06976
C 0.44990 1.35738 0.08810
C -3.28739 0.00909 -0.24977
H -0.06709 -0.96852 -1.11098
H -3.82390 -0.94734 -0.47663
H 1.72154 -1.49971 -1.11003
H 0.38841 3.53467 0.19076
H -4.66886 1.62490 -0.60152
H 2.20064 0.38887 -0.27463
H 1.50098 0.41349 2.03570
H 1.07183 -0.33538 -2.10102
H 0.47495 -0.96380 1.64061
H 2.27209 -1.10439 1.36307
```

These are the Mulliken partial charges, in e, on atoms 1 to 8:
1 S -0.106
2 N -0.318
3 N 0.107
4 N -0.381
5 C 0.343
6 C -0.347
7 C -0.796
8 C -0.939